Record 1
Formula: C10H12N3OS
Source: the OMol25 dataset
Level of theory: ωB97M-V/def2-TZVPD

Results
Gap between HOMO and LUMO (spin up / spin down) (eV): 5.579 / 5.606
Charge: +1
E_LUMO (spin up / spin down) (Eh): -0.2075 / -0.2072

Last column: Mulliken charge in e.
Cartesian coordinates (Å):
C -0.0490 -2.4395 3.5991  -0.2698
C 0.3966 -1.1305 3.8392  -0.4807
C 0.2901 -3.0336 2.3969  -0.5946
C 0.9274 -0.3120 2.9268  -0.3665
C 0.9245 -2.2320 1.4204  -0.3212
C 1.2099 -0.8683 1.6114  0.8364
C 0.8616 2.2294 -0.9914  0.4894
C -1.4196 -0.4282 -1.7468  0.4999
C 1.4013 -0.0700 0.5176  -0.4051
C -2.4902 0.2403 -2.4635  -0.9361
N -0.3549 0.2611 -1.3126  -0.3238
N -0.2175 1.5550 -1.4107  0.0042
N 1.0776 3.5078 -1.4176  -0.4721
O -1.2641 -1.6172 -1.5826  -0.5882
S 1.7554 1.6520 0.5313  -0.1086
H -0.7647 -2.7228 4.3375  0.3911
H 0.1459 -0.7754 4.8922  0.2873
H -0.0784 -4.0128 2.0324  0.3609
H 1.4969 0.5697 3.2120  0.3177
H 1.2555 -2.6959 0.5647  0.4568
H 1.5387 -0.5204 -0.4060  0.6183
H -3.3914 -0.2653 -2.1482  0.3070
H -2.4137 0.2205 -3.5350  0.3020
H -2.6423 1.3992 -2.2477  0.2694
H -0.8245 2.0097 -2.0467  0.2328
H 0.8357 3.6856 -2.3196  0.2320
H 1.9475 3.9731 -1.1288  0.2617

***

Record 2
Formula: C3HF4I
Source: the OMol25 dataset
Level of theory: ωB97M-V/def2-TZVPD

Results
Gap between HOMO and LUMO (spin up / spin down) (eV): 5.567 / 5.627
Charge: 0
E_LUMO (spin up / spin down) (Eh): -0.0922 / -0.0914

Last column: Mulliken charge in e.
Cartesian coordinates (Å):
C 1.4105 0.1133 0.1589  -0.6529
C 1.4501 -0.7342 -0.8052  0.5004
C -1.7016 0.5335 0.8599  0.2444
F 2.2995 -0.7829 -1.8903  -0.2313
F 0.5308 -1.7118 -0.8256  -0.2085
F -1.7556 -0.6452 1.3573  -0.0847
F -1.7906 1.3859 1.8105  -0.1055
I -2.5940 0.9633 -0.9201  0.2842
H 2.1510 0.8780 0.2548  0.2540

***

Record 3
Formula: H3NOPS
Source: the OMol25 dataset
Level of theory: ωB97M-V/def2-TZVPD

Results
Gap between HOMO and LUMO (eV): 6.952
Charge: -1
E_LUMO (Eh): 0.1541

Last column: Mulliken charge in e.
Cartesian coordinates (Å):
N 1.4999 -0.0475 0.0913  0.0958
O 1.6519 -1.1751 0.3960  -0.5006
P -0.9266 0.4050 -0.4259  -0.1458
S 2.6711 1.0313 0.1031  -0.5198
H -1.4347 0.5722 0.8972  0.0081
H -2.3958 0.2766 -0.8121  0.0381
H -1.0659 -1.0624 -0.2496  0.0242

***

Record 4
Formula: C18H19F3N6O8PtS2
Source: the OMol25 dataset
Level of theory: ωB97M-V/def2-TZVPD

Results
Gap between HOMO and LUMO (eV): 6.004
Charge: -2
E_LUMO (Eh): 0.1644

Last column: Mulliken charge in e.
Cartesian coordinates (Å):
Pt 0.1300 0.0230 -0.2684  1.4738
O 4.0365 0.5571 0.0559  -0.7460
C 2.8998 0.9321 -0.2084  0.6162
O 2.0420 0.1850 -0.8223  -0.6547
C 2.5480 2.3924 0.0556  0.0607
C 3.6088 3.1898 0.4883  -0.5350
C 3.4899 4.5555 0.6675  -0.5413
C 2.2632 5.1581 0.4041  -0.4222
C 1.1955 4.3881 -0.0059  -0.9136
C 1.2998 2.9952 -0.1813  0.8990
S -0.1751 2.2073 -0.7024  -0.6409
H 4.5456 2.6804 0.6707  0.4328
H 4.3367 5.1422 1.0047  0.3443
H 2.1355 6.2284 0.5315  0.3217
H 0.2324 4.8501 -0.1921  0.3615
C -4.4965 -2.5428 1.5982  -1.0615
C -4.6396 -1.1431 2.1854  -1.4979
C -4.0659 -0.0431 1.2802  2.8136
C -4.3166 1.3390 1.9176  -1.4363
C -3.8266 2.5044 1.0644  -1.0415
C -4.7955 -0.0907 -0.0401  -0.2293
O -6.0111 0.0160 -0.1287  -0.7247
N -4.0100 -0.2624 -1.1240  0.1552
C -2.5906 -0.2817 -1.1887  -0.0012
O -2.1136 -0.3086 -2.2985  -0.6480
N -1.8925 -0.2688 -0.0074  0.3752
C -2.5409 -0.2242 1.1885  -0.3469
O -1.9540 -0.2862 2.2574  -0.5818
H -4.8753 -3.2930 2.2962  0.4697
H -3.4517 -2.7823 1.3818  0.1193
H -5.0633 -2.6412 0.6697  0.2996
H -4.1051 -1.0770 3.1344  0.4106
H -5.6917 -0.9085 2.3642  0.4478
H -3.7977 1.3375 2.8777  0.4134
H -5.3906 1.4258 2.1026  0.4279
H -2.7712 2.3988 0.8025  0.1343
H -3.9380 3.4476 1.6030  0.4702
H -4.3982 2.5822 0.1359  0.2648
H -4.4545 -0.2972 -2.0296  0.2741
N -0.6923 -2.2800 3.9351  -0.2928
C -0.4840 -1.3090 4.8416  0.6361
N -0.9907 -1.5357 6.1085  -0.5045
N 0.1789 -0.2093 4.6569  -0.8379
C 0.5669 0.0681 3.4087  0.5815
N 0.9334 0.3467 2.3507  -0.4081
H -1.4712 -2.8987 4.0902  0.2404
H -0.5857 -2.0531 2.9488  0.0843
H -1.0615 -2.4988 6.3903  0.2202
H -0.6047 -0.9126 6.7985  0.2734
F 0.8772 -4.9595 -1.3067  -0.2198
C 0.3853 -4.7629 -0.0768  0.3533
F -0.3425 -5.8528 0.2395  -0.2367
F 1.4171 -4.7177 0.7730  -0.2276
S -0.6529 -3.2429 0.0162  1.1460
O -1.1664 -3.2983 1.3710  -0.8204
O -1.6299 -3.4341 -1.0218  -0.6683
O 0.3547 -2.2148 -0.2178  -0.8827

***

These records have ΔE to the lowest compared entry with this formula, charge and spin values of 83.47; 61.43; 64.98; 24.73 kcal/mol, in the order they appear.
These records have calculated total energy values of -1025.5516; -811.8318; -871.2604; -2843.3485 Ha, in the order they appear.